# 1
{
  "formula": "C3H11NO2",
  "method": "wB97M-V/def2-TZVPD",
  "lumo_energy_ev": 0.79,
  "homo_ev": -9.765,
  "gap_ev": 10.55,
  "smiles": "C[C@H](N)CO.O",
  "symbols": ["C", "C", "N", "C", "O", "H", "H", "H", "H", "H", "H", "H", "H", "H", "O", "H", "H"],
  "positions_angstrom": [[-1.5060, 1.0660, -1.5913], [-0.6134, 0.8561, -0.3898], [0.8242, 0.5847, -0.6729], [-1.0702, -0.2516, 0.5129], [-0.6897, -0.1194, 1.8767], [-1.0514, 1.6887, -2.3721], [-1.9867, 0.2514, -2.1134], [-2.3680, 1.6382, -1.2348], [-0.5952, 1.7613, 0.2168], [0.8894, -0.0990, -1.4173], [1.4823, 1.3302, -0.8463], [-2.1522, -0.4549, 0.5058], [-0.6606, -1.1847, 0.0905], [0.2578, -0.2871, 1.8495], [2.5578, -1.8620, 0.3418], [2.2041, -1.5078, 1.1715], [2.2909, -1.3156, -0.4002]],
  "forces_ev_per_angstrom": [[-0.8, 1.3, -0.4], [1.4, 0.5, 0.1], [-0.3, -0.8, 0.0], [-1.0, -1.6, 0.1], [0.3, 0.0, -0.6], [0.2, -0.1, 0.3], [0.4, -0.9, 0.2], [0.0, 0.1, 0.0], [-0.2, 0.2, -0.1], [0.1, 0.1, -0.1], [-0.6, 0.4, -0.1], [0.2, 0.7, 0.0], [0.1, 0.0, 0.1], [0.1, 0.2, 0.4], [0.3, -0.7, 0.4], [0.0, 0.2, -0.8], [-0.3, 0.4, 0.5]],
  "lowdin_charge": [-0.07, -0.43, 0.03, -0.26, -0.05, 0.08, 0.07, 0.08, 0.14, 0.07, 0.08, 0.13, 0.12, 0.06, -0.07, 0.03, 0.00]
}

=====

# 2
{
  "formula": "C5H6O",
  "method": "wB97M-V/def2-TZVPD",
  "lumo_energy_ev": 0.64,
  "homo_ev": -8.783,
  "gap_ev": 9.42,
  "symbols": ["O", "C", "C", "C", "C", "C", "H", "H", "H", "H", "H", "H"],
  "positions_angstrom": [[-0.9714, 2.2271, 0.1397], [-0.5571, 1.1039, 0.0675], [-1.0757, -0.1789, -0.5627], [0.0625, -0.9417, 0.1675], [1.3855, -1.1340, -0.3501], [0.6735, 0.4517, 0.7095], [-2.0983, -0.4223, -0.2570], [-1.0059, -0.2081, -1.6557], [-0.2448, -1.5729, 1.0031], [1.4318, -0.6112, -1.3307], [1.6303, 0.7786, 0.2743], [0.7696, 0.5077, 1.7944]],
  "forces_ev_per_angstrom": [[0.2, -0.6, 0.0], [-0.2, 0.5, -0.1], [-0.1, 0.0, -0.1], [0.1, -0.4, 0.0], [-0.4, 0.1, -0.1], [0.2, 0.2, 0.2], [0.2, 0.0, 0.0], [0.0, 0.0, 0.2], [0.0, 0.1, -0.1], [0.0, 0.0, 0.2], [-0.1, 0.0, 0.0], [0.0, 0.0, -0.2]],
  "lowdin_charge": [0.12, -0.39, -0.05, -0.37, 0.10, -0.07, 0.12, 0.12, 0.13, 0.03, 0.12, 0.13]
}

=====

# 3
{
  "formula": "CH5IN2",
  "method": "wB97M-V/def2-TZVPD",
  "multiplicity": 3,
  "lumo_energy_ev": [0.90, -3.47],
  "homo_ev": [-5.329, -8.822],
  "gap_ev": [6.22, 5.36],
  "symbols": ["C", "N", "N", "I", "H", "H", "H", "H", "H"],
  "positions_angstrom": [[0.6521, -0.5617, 0.0124], [-1.3965, 0.5984, 0.0568], [-0.0052, 0.6602, -0.0941], [2.8132, -0.1071, 0.0031], [0.5416, -1.1089, 0.9436], [0.4451, -1.1930, -0.8972], [-1.7256, -0.3486, -0.0077], [-1.5380, 1.0028, 1.0046], [0.2133, 1.0579, -1.0214]],
  "forces_ev_per_angstrom": [[-3.1, -2.7, -1.3], [-0.6, 1.7, 1.4], [1.0, 1.4, -0.9], [3.8, 1.1, 0.0], [-0.4, 0.1, 0.1], [0.3, -0.2, 0.8], [-0.1, -0.4, 0.2], [-0.6, -0.8, -1.0], [-0.3, -0.2, 0.7]],
  "mulliken_spin": [0.55, 0.07, 0.04, 1.44, -0.02, -0.03, -0.04, -0.01, 0.00]
}

=====

# 4
{
  "formula": "C24H23N9O2PPd",
  "method": "wB97M-V/def2-TZVPD",
  "multiplicity": 5,
  "charge": 3,
  "lumo_energy_ev": [-8.71, -11.95],
  "homo_ev": [-17.111, -17.628],
  "gap_ev": [8.40, 5.68],
  "symbols": ["Pd", "C", "N", "C", "C", "N", "C", "P", "C", "N", "C", "C", "N", "C", "C", "N", "C", "C", "N", "C", "H", "H", "H", "H", "H", "H", "H", "H", "H", "H", "H", "H", "H", "H", "H", "O", "C", "N", "C", "O", "C", "C", "C", "C", "C", "N", "C", "C", "C", "C", "C", "N", "H", "H", "H", "H", "H", "H", "H", "H"],
  "positions_angstrom": [[-0.5249, 1.2919, -0.2869], [2.6177, -3.4626, -0.2409], [1.3358, -3.5197, -0.9519], [1.0937, -4.1393, -2.0955], [-0.3035, -3.9352, -2.3793], [-0.8548, -3.2177, -1.4157], [0.1266, -2.9414, -0.5416], [-0.2214, -2.2947, 1.0978], [-1.7764, -1.4337, 0.8163], [-1.9571, -0.2173, 0.3050], [-3.3055, -0.0084, 0.2683], [-3.9423, -1.1149, 0.7575], [-2.9716, -1.9995, 1.1059], [-3.2152, -3.3464, 1.6313], [0.9956, -0.9847, 1.3509], [1.0895, 0.1616, 0.6762], [2.1805, 0.8174, 1.1638], [2.7581, 0.0583, 2.1416], [2.0016, -1.0674, 2.2595], [2.2689, -2.1354, 3.2285], [3.3239, -4.1172, -0.7435], [2.4729, -3.8201, 0.7770], [2.9950, -2.4420, -0.2464], [1.8511, -4.6742, -2.6503], [-0.8508, -4.3031, -3.2349], [-3.7387, 0.9082, -0.0957], [-4.9893, -1.3315, 0.8863], [-4.2291, -3.3838, 2.0181], [-2.5245, -3.5601, 2.4436], [-3.1063, -4.0818, 0.8368], [2.4871, 1.7802, 0.7923], [3.6254, 0.2323, 2.7566], [2.3615, -1.6979, 4.2193], [3.1947, -2.6469, 2.9725], [1.4449, -2.8438, 3.2318], [1.1669, 5.1182, -0.7021], [0.6360, 4.1068, -0.2321], [0.4561, 3.0024, -0.9778], [0.7926, 3.1872, -2.2674], [1.3193, 4.2344, -2.6497], [0.4042, 2.0739, -3.1842], [0.6285, 2.1702, -4.5408], [0.1574, 1.1458, -5.3572], [-0.5155, 0.0885, -4.7756], [-0.6870, 0.0700, -3.3946], [-0.2353, 1.0379, -2.6045], [0.1042, 4.0154, 1.1594], [0.2164, 5.0702, 2.0395], [-0.3455, 4.9292, 3.3059], [-0.9879, 3.7476, 3.6214], [-1.0511, 2.7335, 2.6691], [-0.5171, 2.8555, 1.4600], [1.1420, 3.0323, -4.9450], [0.3048, 1.1881, -6.4279], [-0.9190, -0.7123, -5.3796], [-1.2183, -0.7382, -2.9054], [0.7202, 5.9782, 1.7358], [-0.2845, 5.7355, 4.0243], [-1.4460, 3.6015, 4.5896], [-1.5542, 1.7990, 2.8849]],
  "forces_ev_per_angstrom": [[0.0, 0.0, 0.0], [0.0, 0.0, 0.0], [-0.1, 0.1, 0.0], [0.0, 0.0, -0.1], [0.0, 0.0, 0.1], [0.0, 0.0, -0.1], [0.1, 0.0, 0.0], [0.0, 0.1, 0.1], [0.1, 0.0, 0.0], [0.0, 0.0, 0.0], [0.0, 0.0, 0.0], [0.0, 0.0, 0.0], [0.0, 0.0, 0.0], [0.0, 0.0, 0.0], [0.0, 0.0, -0.1], [0.0, 0.1, 0.0], [0.0, 0.0, -0.1], [0.0, 0.0, 0.0], [0.0, 0.0, 0.0], [0.0, 0.0, 0.0], [0.0, 0.0, 0.0], [0.0, 0.0, 0.0], [0.0, 0.0, 0.0], [0.0, 0.0, 0.0], [0.0, 0.0, 0.0], [0.0, 0.0, 0.0], [0.0, 0.0, 0.0], [0.0, 0.0, 0.0], [0.0, 0.0, 0.0], [0.0, 0.0, 0.0], [0.0, 0.0, 0.0], [0.0, 0.0, 0.0], [0.0, 0.0, 0.0], [0.0, 0.0, 0.0], [0.0, 0.0, 0.0], [0.0, 0.0, 0.0], [0.0, 0.0, 0.0], [0.0, 0.0, 0.0], [0.0, 0.0, 0.0], [0.0, 0.0, 0.0], [0.0, 0.0, 0.0], [0.0, 0.0, 0.0], [0.0, 0.0, 0.0], [0.0, 0.0, 0.0], [0.0, 0.0, 0.0], [0.0, 0.0, 0.0], [0.0, 0.0, 0.0], [0.0, 0.0, 0.0], [0.0, 0.0, 0.0], [0.0, 0.0, 0.0], [0.0, 0.0, 0.0], [0.0, 0.0, 0.0], [0.0, 0.0, 0.0], [0.0, 0.0, 0.0], [0.0, 0.0, 0.0], [0.0, 0.0, 0.0], [0.0, 0.0, 0.0], [0.0, 0.0, 0.0], [0.0, 0.0, 0.0], [0.0, 0.0, 0.0]],
  "mulliken_spin": [1.47, -0.01, 0.01, 0.31, 0.27, -0.05, 0.27, 0.14, 0.00, 0.07, 0.00, 0.01, 0.00, 0.00, 0.03, 0.13, 0.00, 0.01, 0.00, 0.00, 0.00, 0.00, 0.00, 0.00, 0.01, 0.01, 0.00, 0.00, 0.00, 0.00, 0.00, 0.00, 0.00, 0.00, 0.00, 0.48, -0.06, 0.14, -0.05, 0.46, 0.08, 0.00, 0.00, 0.00, 0.01, 0.07, 0.09, 0.00, 0.00, 0.00, 0.01, 0.09, 0.00, 0.00, 0.00, -0.01, 0.00, 0.00, 0.00, 0.00]
}

=====

# 5
{
  "formula": "C26H38N4O6PdSSi2Te",
  "method": "wB97M-V/def2-TZVPD",
  "charge": -2,
  "lumo_energy_ev": 3.78,
  "homo_ev": -1.565,
  "gap_ev": 5.34,
  "symbols": ["Pd", "C", "C", "N", "C", "C", "N", "C", "O", "O", "C", "O", "O", "H", "H", "H", "H", "H", "C", "C", "C", "C", "C", "C", "C", "S", "O", "O", "N", "C", "C", "C", "C", "C", "N", "H", "H", "H", "H", "H", "H", "H", "H", "H", "H", "H", "C", "Si", "C", "C", "C", "Te", "C", "Si", "C", "C", "C", "H", "H", "H", "H", "H", "H", "H", "H", "H", "H", "H", "H", "H", "H", "H", "H", "H", "H", "H", "H", "H", "H"],
  "positions_angstrom": [[0.4042, 0.3262, 0.1643], [3.2100, -2.6402, -2.2963], [3.7594, -1.8701, -1.1417], [3.1805, -0.8722, -0.5268], [4.0595, -0.4562, 0.4499], [5.2044, -1.2297, 0.4076], [4.9787, -2.1203, -0.5987], [6.5149, -1.3504, 1.1513], [6.7774, -0.4538, 2.0002], [7.2317, -2.3028, 0.7920], [3.6765, 0.6922, 1.3268], [4.5797, 1.1187, 2.1835], [2.5897, 1.2393, 1.2494], [2.1528, -2.4091, -2.3905], [3.3417, -3.7154, -2.1502], [3.7043, -2.3546, -3.2295], [5.6524, -2.8307, -0.8297], [5.4314, 0.5458, 2.1844], [0.9755, 4.2077, 6.8138], [0.8921, 4.2676, 5.3072], [0.8149, 3.1082, 4.5454], [0.7609, 3.1586, 3.1571], [0.7901, 4.3893, 2.5220], [0.8517, 5.5629, 3.2664], [0.9036, 5.4980, 4.6498], [0.7608, 4.5383, 0.7375], [2.1320, 4.5642, 0.3001], [0.0088, 5.7688, 0.5122], [0.0705, 3.1929, 0.2932], [-1.2032, 3.0437, -0.1423], [-2.0408, 4.0752, -0.6729], [-3.3208, 3.7967, -1.0723], [-3.8116, 2.4952, -0.9689], [-2.9398, 1.5411, -0.4926], [-1.6783, 1.7591, -0.0996], [0.8439, 3.1855, 7.1730], [0.2087, 4.8346, 7.2768], [1.9482, 4.5645, 7.1630], [0.8038, 2.1437, 5.0446], [0.7044, 2.2603, 2.5600], [0.8455, 6.5122, 2.7446], [0.9500, 6.4135, 5.2338], [-1.6387, 5.0715, -0.7399], [-3.9473, 4.5887, -1.4697], [-4.8140, 2.2216, -1.2743], [-3.2897, 0.5179, -0.4251], [0.2398, -2.1545, 1.6548], [-1.1061, -3.0298, 0.7132], [-2.4274, -3.5912, 1.9532], [-0.5801, -4.6363, -0.1219], [-1.9744, -1.8771, -0.4680], [-0.7578, -0.8309, -1.9313], [-1.1635, -2.5812, -3.2901], [-2.5813, -2.1717, -4.4080], [-2.9054, -3.5767, -5.6376], [-4.1590, -1.8881, -3.4341], [-2.1892, -0.6455, -5.4252], [1.2284, -2.6023, 1.5296], [0.0102, -2.1053, 2.7231], [0.3263, -1.0863, 1.2616], [-1.9999, -4.2833, 2.6917], [-3.2508, -4.1078, 1.4421], [-2.8508, -2.7375, 2.4975], [-0.0064, -5.2498, 0.5849], [0.0296, -4.4917, -1.0206], [-1.4770, -5.2005, -0.4069], [-2.3758, -1.0863, 0.1703], [-2.8014, -2.3560, -1.0033], [-1.3745, -3.4400, -2.6436], [-0.2553, -2.8048, -3.8633], [-3.0943, -4.5239, -5.1172], [-2.0315, -3.7204, -6.2857], [-3.7708, -3.3631, -6.2801], [-4.4676, -2.7956, -2.9008], [-4.9826, -1.5814, -4.0897], [-3.9957, -1.0942, -2.6947], [-1.2371, -0.7781, -5.9538], [-2.0850, 0.2226, -4.7665], [-2.9643, -0.4295, -6.1684]],
  "forces_ev_per_angstrom": [[-0.2, 0.8, -0.7], [0.1, 0.1, 0.1], [0.0, 0.0, 0.1], [-0.2, 0.0, 0.0], [0.0, 0.0, -0.1], [-0.2, 0.0, 0.2], [-0.1, 0.0, -0.2], [0.4, 0.5, 0.0], [-0.5, -0.1, 0.0], [-0.1, -0.1, 0.1], [-0.5, 0.1, -0.4], [1.0, -0.5, 0.4], [0.4, -0.5, 0.1], [-0.1, 0.0, 0.0], [0.0, 0.0, 0.0], [0.0, 0.0, 0.0], [0.1, 0.0, 0.0], [-0.4, 0.3, -0.3], [0.0, 0.0, -0.1], [0.0, 0.0, 0.0], [0.0, 0.0, 0.0], [0.0, 0.1, 0.0], [0.0, 0.1, 0.0], [0.0, -0.1, 0.1], [0.0, 0.0, 0.0], [-0.2, -0.2, 0.1], [0.1, 0.0, 0.0], [-0.1, -0.1, -0.1], [-0.3, 0.1, -0.3], [0.0, -0.2, 0.1], [0.2, -0.1, 0.1], [0.0, 0.0, 0.0], [0.0, 0.0, 0.0], [0.2, -0.1, 0.1], [0.1, 0.5, 0.0], [0.0, 0.0, 0.0], [0.0, 0.0, 0.0], [0.0, 0.0, 0.0], [0.0, 0.0, 0.0], [0.0, -0.1, 0.0], [0.0, 0.0, 0.0], [0.0, 0.0, 0.0], [0.0, 0.0, 0.0], [0.0, 0.0, 0.0], [0.0, 0.0, 0.0], [0.1, -0.1, 0.0], [0.2, 0.1, -0.1], [-0.2, -0.2, 0.1], [-0.1, 0.0, 0.1], [0.2, 0.0, -0.1], [0.0, 0.1, -0.1], [0.0, -0.5, 0.3], [0.1, 0.0, 0.0], [0.0, -0.1, -0.1], [0.0, -0.1, -0.1], [-0.1, 0.1, 0.1], [0.1, 0.1, 0.0], [0.0, 0.0, 0.0], [0.0, 0.0, -0.1], [-0.1, -0.7, 0.5], [-0.1, 0.1, -0.1], [0.1, 0.1, 0.1], [0.1, -0.1, -0.1], [-0.1, 0.1, -0.1], [0.0, 0.0, 0.1], [0.1, 0.0, 0.0], [-0.1, 0.0, -0.1], [0.0, 0.1, 0.1], [0.1, 0.1, -0.1], [-0.1, 0.1, 0.1], [0.0, 0.1, -0.1], [-0.1, 0.0, 0.1], [0.1, 0.0, 0.1], [0.0, 0.1, -0.1], [0.1, 0.0, 0.1], [-0.1, -0.1, -0.1], [-0.1, 0.0, 0.0], [0.0, -0.1, -0.1], [0.0, 0.0, 0.1]],
  "lowdin_charge": [0.11, -0.02, -0.38, 0.16, -0.13, -0.09, 0.15, -0.64, -0.05, -0.04, -0.48, 0.11, 0.03, 0.03, 0.07, 0.07, 0.15, 0.08, -0.07, -0.29, -0.04, -0.04, -0.25, -0.07, -0.06, 0.57, -0.32, -0.37, -0.12, -0.38, -0.03, -0.11, -0.12, -0.22, 0.04, 0.07, 0.07, 0.07, 0.11, 0.08, 0.10, 0.10, 0.08, 0.09, 0.08, 0.06, -0.19, 0.39, -0.21, -0.19, -0.59, 1.19, -0.57, 0.34, -0.21, -0.20, -0.21, 0.03, 0.03, -0.05, 0.02, 0.02, 0.03, 0.02, 0.02, 0.02, -0.02, 0.00, -0.02, -0.01, 0.02, 0.02, 0.02, 0.03, 0.02, 0.01, 0.03, 0.01, 0.02]
}

=====

# 6
{
  "formula": "C6H8",
  "method": "wB97M-V/def2-TZVPD",
  "lumo_energy_ev": 1.19,
  "homo_ev": -8.821,
  "gap_ev": 10.01,
  "symbols": ["C", "C", "C", "C", "C", "C", "H", "H", "H", "H", "H", "H", "H", "H"],
  "positions_angstrom": [[-0.9344, 0.6153, 0.5522], [-0.4247, 0.2893, -0.8887], [0.9588, 0.8061, -0.4239], [0.5474, 0.1108, 0.8894], [0.3529, -1.3418, 0.4435], [-0.2966, -1.2210, -0.7165], [-1.7133, -0.0519, 0.9313], [-1.2473, 1.6603, 0.6829], [-0.8931, 0.6877, -1.7898], [0.9832, 1.8949, -0.2944], [1.8543, 0.4620, -0.9534], [1.1205, 0.2738, 1.8086], [0.5352, -2.2246, 1.0456], [-0.8429, -1.9610, -1.2868]],
  "forces_ev_per_angstrom": [[-0.1, 0.0, 0.2], [-0.2, 0.0, -0.3], [0.1, 0.1, -0.1], [0.0, 0.0, 0.2], [-0.1, 0.0, -0.1], [0.1, -0.1, 0.1], [0.0, 0.2, -0.1], [0.6, -0.1, 0.3], [-0.1, -0.1, 0.2], [-0.1, -0.2, -0.1], [-0.2, -0.1, 0.1], [-0.5, 0.1, -0.1], [0.1, 0.1, -0.2], [0.3, 0.0, -0.1]],
  "lowdin_charge": [-0.09, -0.27, -0.12, -0.24, -0.08, -0.07, 0.10, 0.10, 0.13, 0.11, 0.11, 0.12, 0.10, 0.10]
}

=====

Relative energy (zero: lowest compared OMol25 entry of this formula, charge and spin) in kcal/mol, matching the order above: 13.7, 96.9, 38.8, 0.0, 43.5, 33.1
Electronic energy in Ha, matching the order above: -326.10969, -269.19182, -448.09693, -2039.90049, -3057.24951, -233.33420
Maximum force in eV/Å, matching the order above: 1.825, 0.653, 4.310, 0.155, 1.202, 0.636